C35H53BrCaN3O7SSe2Si as an isolated structure in a non-equilibrium geometry, computed with wB97M-V/def2-TZVPD.

Positions of all 104 atoms, in Å:
H -1.50566 1.34343 -3.05647
C 5.25716 0.14415 -3.12486
O -1.48533 -3.81879 -0.16194
H 4.20692 4.97852 2.34058
H 0.11350 2.00931 -6.42292
C -0.87496 4.39010 0.01229
C 0.16836 2.05753 -4.21751
C -3.43152 -2.53595 -0.86574
H 0.40234 -6.38468 1.76849
H -2.96949 2.00872 0.03644
C -2.21699 -3.03495 3.22326
Se 5.07302 2.60963 0.73788
C -2.42055 -3.62630 -1.22628
O -1.73901 -2.32955 2.07870
H -3.75227 -2.63479 4.69604
O -0.70475 1.91390 1.60302
C -0.69799 5.08856 1.35201
C -2.71274 -4.42826 2.83345
H 1.15136 -4.13021 -1.10576
O -2.39041 1.50932 2.96474
H -4.83793 0.91653 0.64062
H -1.89585 -5.01278 2.40166
H 1.46115 -6.70664 0.37384
C 4.79083 0.85004 -2.02330
H -2.54056 6.16167 1.14573
H -0.24774 -3.64704 3.86755
C -1.67150 5.99005 1.76636
C 3.36519 -1.29290 -2.87820
H -2.88040 -1.60760 -0.68971
Se 5.90213 2.29531 -1.36775
C -0.44054 6.38379 3.81111
H -3.68867 -5.21595 -0.50032
H -1.48749 -3.70342 5.14779
H 2.14515 -5.02689 2.97663
O 0.43108 -3.73181 1.55268
H 2.82925 6.98908 1.79115
H -4.04841 -0.41674 1.16137
H 1.13617 4.11872 1.84256
C -0.27655 1.44998 -5.55863
H 2.12455 2.57877 -5.05760
H -1.12622 -2.32115 -2.35587
C 2.53227 -4.70801 2.00493
C 3.75466 5.10056 1.36375
H -0.81644 -2.14489 4.60798
N 3.40776 4.22828 -0.83481
H -0.19136 3.09425 -4.19419
C 1.70138 2.08421 -4.17560
Si -0.70383 -2.74675 0.85300
N 3.67436 0.54809 -1.38058
H 2.28952 5.36088 -2.13191
H -3.50700 -4.35173 2.08574
C 2.97705 -0.52101 -1.79586
C 2.69079 5.31506 -1.12572
H -2.24838 0.38504 0.03584
C -1.68455 -3.24532 -2.50834
Ca 0.23810 2.00078 -0.80785
H -0.97959 -4.03591 -2.78440
H -4.18097 -2.15053 3.03791
C 2.46028 6.33652 -0.21870
H 2.26852 -3.07926 -0.23287
H -1.36651 1.42941 -5.62916
H 2.08769 1.05897 -4.14394
C -3.12651 -4.96197 -1.40335
H 2.08381 -0.75890 -1.22691
C -1.52005 6.63185 2.98164
H 2.06949 2.60665 -3.28349
C 4.51746 -0.94460 -3.55883
H 1.86786 7.19777 -0.49880
H 2.99197 -3.72331 2.12167
C 0.51473 5.46270 3.39760
S -0.05529 -1.03238 -0.04447
H -0.35406 6.89224 4.76190
H -3.96754 -2.80247 0.05159
H -4.14648 -2.38564 -1.67837
C 0.74863 -5.99652 0.80581
C -0.40106 1.30906 -2.99986
H 2.77673 -2.15583 -3.16664
H 3.29386 -5.42053 1.67527
C -3.36807 -2.19994 3.76902
H -2.38571 -5.74619 -1.57782
C 3.93178 4.13875 0.38033
C 0.39321 4.82994 2.16987
H 1.35367 5.23649 4.04526
C -1.85915 1.54670 1.75830
C 1.39955 -4.62798 0.99155
H -3.81256 -4.92713 -2.25428
H -3.31136 1.19657 2.81299
H -0.11169 -5.89761 0.14188
H -3.10188 -4.95160 3.71092
H 6.17870 0.43431 -3.61345
O 0.19937 4.08371 -0.63100
O -2.02697 4.16225 -0.36920
H -0.12495 0.23881 -3.08705
C 1.93780 -4.11329 -0.34502
H 4.85584 -1.52769 -4.40687
C 2.99360 6.21654 1.05010
H -3.02017 -1.18349 3.96788
C -2.79336 1.11600 0.63767
N -4.04750 0.59552 1.17823
H -2.39543 -3.10514 -3.32780
C -1.11975 -3.14413 4.28341
Br -2.84369 7.88179 3.54745
H 2.77890 -4.72943 -0.67727
H 0.08791 0.41880 -5.62821

Summary:
Charge: -1
Highest occupied orbital energy in Eh: -0.1543
Total energy in a.u.: -10798.98711

---

C35H53KO2PSi4Te as an isolated structure in a non-equilibrium geometry, computed with wB97M-V/def2-TZVPD.

Positions of all 97 atoms, in Å:
H -5.71757 -1.59004 2.01329
H -5.91437 -2.88756 -3.85035
C -7.63906 -0.14708 -4.25374
C 4.04205 3.88943 3.33369
C 0.02363 1.94379 1.17935
C 2.95496 -0.64566 1.22289
H -0.11152 4.47436 3.49102
H -4.78206 -3.71503 -1.58027
H 8.06814 0.73361 -1.31705
H -9.13280 0.67699 -1.74658
C 2.99045 -3.04811 1.04130
H 2.16600 0.13305 3.05235
H -8.70748 -2.04021 -1.06618
H -7.98116 0.86627 -4.05643
H -5.27376 -2.19356 -5.32980
H 3.21660 -3.94368 0.47346
H -0.70897 1.35765 0.62700
C 2.45266 -3.15216 2.31419
H -7.04031 1.23535 1.85143
C -7.92265 -2.79007 -1.11313
H -1.97146 -1.69432 1.44742
H -8.31587 -0.82531 -3.73967
C -5.27467 -2.10293 -4.24572
H -7.78951 -3.05512 -2.15872
C -5.03404 -3.54811 -0.53706
C -6.60705 -1.95842 1.51185
C 2.18056 -2.00971 3.04441
H -5.76648 2.33389 1.37249
H -9.54594 1.84632 -0.50720
C 7.42217 0.56952 -0.46303
Si -6.29846 -2.11639 -0.36851
C 3.51699 2.22772 1.71549
C 2.16615 2.57115 1.88626
C 7.14735 -0.08807 1.82263
H 2.25779 -4.12957 2.73633
C 5.21309 0.53678 0.51206
H -1.75547 -2.54807 -0.75088
H -5.40158 -4.48950 -0.13367
H -0.62520 -1.02626 -4.09693
H -0.50923 -1.02763 2.19800
H -5.86640 3.51296 -1.64543
Si -5.84204 -0.37593 -3.64236
C -8.87723 1.02187 -0.74824
H -1.78325 -1.40250 -2.80457
H -4.11324 -3.30645 -0.01520
C 5.78373 0.09755 1.70465
H 1.18022 -3.17313 -1.27592
C -6.79787 2.05644 1.18275
C 0.16649 -3.02543 -1.65243
H -6.88259 -2.90148 1.97943
H -4.26453 -2.30461 -3.90024
H -8.28350 -3.67359 -0.59112
Te -3.27753 0.32291 -0.71649
C 2.71894 4.22029 3.50886
C 1.38317 1.73834 1.06324
H -0.79436 -2.79285 2.24033
P 3.33669 0.94886 0.40660
H -5.12238 1.86970 -4.50301
H 4.79808 4.40343 3.91764
C 6.05343 0.76042 -0.56955
C 7.97635 0.16640 0.74024
H -0.85158 -3.87833 0.02220
H -4.87756 0.66265 -5.75335
C 3.26109 -1.80281 0.51309
H 5.53329 2.67857 2.34637
H 5.13331 -0.09107 2.55096
H 5.61551 1.09645 -1.50467
C 1.71342 3.56262 2.76925
H -0.12833 -3.91306 -2.22727
C -4.80335 0.84758 -4.68322
Si -7.03528 1.53403 -0.64149
K 0.79271 -0.12282 -0.77647
H -7.74375 -0.32670 -5.32202
H -7.15980 2.98223 -2.69866
C -6.88842 3.14770 -1.65888
C 2.40760 -0.76023 2.49269
H -7.52649 3.94204 -1.27594
H 9.05015 0.05627 0.83815
C -0.48746 2.93135 2.04989
H -7.40541 -1.24887 1.71114
H -1.56339 3.05151 2.09501
O -0.18371 -1.96152 0.44486
C 4.47563 2.89440 2.43329
C -0.75626 -2.88825 -0.44909
H -7.42424 2.90195 1.46181
O 0.22376 -1.89662 -2.48996
H -9.09477 0.21110 -0.05647
H 1.79297 -2.09923 4.05124
Si -5.54895 -0.12941 -1.34151
H 2.43903 4.98047 4.22798
H 7.57167 -0.42599 2.76081
H -3.75459 0.78492 -4.40928
H 3.72765 -1.70893 -0.46345
C 0.31347 3.73143 2.82811
H -1.12774 -2.71285 -3.83355
C -0.89932 -1.76010 -3.34138
C -0.91070 -1.87482 1.64928

Summary:
Charge: -1
Highest occupied orbital energy in Eh: -0.1554
Total energy in a.u.: -3883.34898

---

ΔE to the lowest compared entry with this formula, charge and spin values (in kcal per mole) by entry order: 0.0, 17.3.